# 1
DFT (wB97M-V/def2-TZVPD) results for C4H6O2 in the gas phase.

Geometry (Å):
O (1.308663, 0.124094, -1.315240)
C (0.592754, -0.312489, -0.181088)
C (0.281387, 0.751221, 0.879289)
C (-1.072430, 0.414022, 1.484513)
O (-1.613176, -0.458675, 0.673725)
C (-0.815223, -0.825552, -0.495361)
H (1.107656, 1.056819, -1.459796)
H (1.052462, 0.884280, 1.642349)
H (0.133335, 1.740355, 0.410171)
H (1.191044, -1.117277, 0.257857)
H (-1.241608, -0.321084, -1.369270)
H (-0.902741, -1.906953, -0.617594)

Forces on the atoms, in the same order (eV/Å):
O -0.036 0.245 -0.033
C -0.196 -0.195 0.290
C 0.023 0.039 0.086
C 0.189 -0.184 -0.437
O -0.007 0.176 0.257
C 0.108 -0.041 -0.161
H 0.035 -0.133 -0.075
H -0.136 -0.022 -0.087
H 0.003 -0.101 0.064
H -0.073 0.097 -0.055
H 0.070 -0.066 0.126
H 0.021 0.186 0.026

For the HOMO energy, the calculation gives -8.6388 eV. For the total energy, the calculation gives -8337.2851 eV. The gap between HOMO and LUMO comes out at 9.4 eV. For the energy above the lowest of the compared OMol25 structures with the same formula, charge and spin, the calculation gives 73.2 kcal/mol.

# 2
DFT (wB97M-V/def2-TZVPD) results for 19 unconnected molecules or ions with the total composition C17H66BNO25S3 at a distorted geometry.

Geometry (Å):
C (0.279091, 1.154964, -0.894667)
B (-1.162247, 1.351125, -0.341646)
O (-1.587330, 2.646244, -0.167455)
C (-2.097459, 0.114440, 0.100641)
C (-3.394191, 0.686058, 0.719707)
S (-4.493643, -0.562796, 1.319485)
O (-4.454604, -0.552799, 2.756803)
O (-5.779031, -0.472696, 0.682753)
O (-3.743168, -1.871834, 0.866571)
C (-3.542791, -1.864102, -0.580290)
C (-2.351645, -0.964705, -0.986862)
C (-1.123773, -1.891710, -1.217120)
C (-0.452890, -2.577042, -0.008994)
C (0.967729, -2.034534, 0.269758)
S (2.157638, -3.399632, 0.166718)
C (3.753369, -2.677324, 0.185574)
S (4.959867, -3.622194, 0.752553)
N (4.031583, -1.405166, -0.349524)
C (3.498334, -1.203345, -1.719856)
C (3.802841, 0.232064, -2.200797)
O (4.734834, 0.852119, -1.329196)
C (4.138800, 1.039390, -0.063993)
C (3.870384, -0.316478, 0.624382)
C (-2.699081, -0.356262, -2.362895)
C (-3.933722, 0.537406, -2.445990)
O (-3.528197, 1.922741, -2.415383)
C (-4.535511, 2.802662, -2.302950)
C (-4.076551, 4.213306, -2.190526)
O (-5.668172, 2.449322, -2.329439)
H (0.891411, 0.684727, -0.119877)
H (0.274316, 0.568313, -1.813862)
H (0.743537, 2.113150, -1.137361)
H (-2.458321, 2.799009, -0.558552)
H (-1.542151, -0.316585, 0.945658)
H (-3.130978, 1.246296, 1.616994)
H (-3.925164, 1.361631, 0.055470)
H (-3.370106, -2.902348, -0.864425)
H (-4.488094, -1.563012, -1.032921)
H (-1.502669, -2.681491, -1.879033)
H (-0.371556, -1.361359, -1.801576)
H (-0.392022, -3.652081, -0.193429)
H (-1.054899, -2.460119, 0.896605)
H (1.221467, -1.296061, -0.480051)
H (1.047634, -1.549508, 1.245421)
H (2.434292, -1.405067, -1.805199)
H (4.037587, -1.914689, -2.350980)
H (4.243222, 0.237862, -3.195696)
H (2.882714, 0.829089, -2.240609)
H (3.203554, 1.594871, -0.178617)
H (4.787937, 1.628296, 0.578317)
H (4.615014, -0.478315, 1.407533)
H (2.884853, -0.288089, 1.111575)
H (-2.875832, -1.193466, -3.050715)
H (-1.829916, 0.175763, -2.764493)
H (-4.475352, 0.356888, -3.377191)
H (-4.651588, 0.372415, -1.641840)
H (-3.044358, 4.274151, -1.841510)
H (-4.732424, 4.779334, -1.532695)
H (-4.091724, 4.669004, -3.184355)
O (-5.425684, 2.999309, 1.105805)
H (-6.054356, 2.318420, 0.832966)
H (-5.695391, 3.228777, 2.001044)
O (-6.648540, 6.262813, -1.825503)
H (-7.302146, 5.592747, -2.058686)
H (-6.794927, 6.461446, -0.895465)
O (1.982038, 3.713962, -1.761153)
H (1.797323, 4.561751, -1.345773)
H (2.330577, 3.916395, -2.639317)
O (-1.635854, -0.278706, 4.462777)
H (-1.933151, 0.528801, 4.899806)
H (-2.398051, -0.535014, 3.928115)
O (3.445102, -4.398677, 3.687008)
H (3.946343, -4.154206, 2.894500)
H (3.860355, -3.914574, 4.408133)
O (7.573883, 0.253867, -1.105973)
H (6.699840, 0.620650, -1.310209)
H (8.199619, 0.930214, -1.380193)
O (-4.610115, -2.807036, 4.965739)
H (-4.907529, -2.310545, 4.192769)
H (-5.243270, -2.587242, 5.655607)
O (1.142131, 3.491821, 1.353193)
H (0.808188, 4.264406, 1.818799)
H (0.443278, 3.255954, 0.731309)
O (3.468863, 3.411871, -4.605061)
H (3.904653, 2.550021, -4.625699)
H (4.090036, 4.013343, -5.026212)
O (1.762099, -5.837091, 5.669951)
H (2.163202, -5.380854, 4.917342)
H (2.393106, -6.536231, 5.867497)
O (5.935917, -3.254120, -2.893440)
H (6.656950, -3.603230, -3.425039)
H (6.161304, -3.477205, -1.981619)
O (-3.260469, -4.580575, 2.655621)
H (-3.566930, -4.079861, 1.893984)
H (-3.906812, -4.381067, 3.344469)
O (-7.185841, 4.439082, -4.063986)
H (-6.671512, 4.749769, -4.813766)
H (-6.702652, 3.688233, -3.691275)
O (-0.948565, 0.270548, 7.301377)
H (-1.431761, -0.217331, 7.974576)
H (-1.148842, -0.189825, 6.476537)
O (5.395280, 0.722791, -5.357745)
H (5.791270, 1.110890, -6.144524)
H (5.952776, -0.035115, -5.148745)
O (6.073394, 2.058243, 2.433958)
H (6.969730, 2.198497, 2.753912)
H (5.503495, 2.441014, 3.108902)
O (4.534837, -6.208812, 6.856338)
H (5.314168, -5.922509, 7.342050)
H (3.789095, -5.932953, 7.401465)
O (1.063840, -0.566056, -3.733856)
H (1.563992, -0.415064, -4.543760)
H (0.298389, -1.082137, -4.008805)

Forces on the atoms, in the same order (eV/Å):
C 0.014 0.484 0.433
B 0.135 -0.373 -0.194
O -0.091 0.170 -0.507
C -0.356 0.550 -0.116
C 0.665 0.044 -0.058
S -0.500 0.623 0.657
O 0.130 -0.378 -0.064
O 0.301 -0.026 -0.091
O -0.068 -0.248 -0.400
C 0.041 -0.178 0.115
C 0.270 -0.153 0.181
C -0.273 -0.233 -0.277
C 0.052 0.292 0.229
C -0.119 0.155 -0.079
S 0.032 -0.057 0.122
C 0.298 0.183 -0.194
S 0.172 -0.021 0.110
N -1.024 -0.196 -0.243
C 0.448 0.069 0.065
C -0.020 -0.107 0.358
O 0.120 0.378 -0.236
C -0.349 -0.181 0.392
C 0.428 0.163 0.084
C -0.110 -0.161 -0.086
C -0.016 -0.073 -0.275
O 0.552 -0.300 0.403
C 1.063 0.490 -0.158
C 0.550 0.312 0.079
O -1.896 -0.410 -0.062
H 0.128 -0.225 -0.235
H 0.207 -0.186 0.139
H -0.049 -0.126 -0.015
H -0.092 0.018 0.615
H 0.023 -0.236 -0.183
H -0.110 0.113 -0.106
H -0.190 -0.165 0.117
H 0.027 0.048 0.176
H 0.059 0.030 -0.015
H 0.109 0.101 -0.050
H 0.002 0.031 0.091
H -0.076 0.046 0.020
H -0.025 -0.106 -0.077
H 0.024 0.030 0.061
H -0.051 -0.194 -0.017
H -0.027 -0.007 -0.128
H -0.145 0.008 0.080
H 0.058 -0.122 0.029
H 0.065 0.020 0.106
H -0.033 0.039 -0.139
H 0.222 -0.002 -0.279
H -0.056 -0.047 -0.039
H 0.040 -0.085 -0.123
H 0.071 0.022 0.072
H -0.102 0.048 0.047
H 0.066 0.116 0.029
H 0.021 -0.049 -0.059
H -0.041 -0.008 -0.040
H -0.088 -0.059 -0.180
H -0.139 0.004 0.091
O -0.099 -0.084 -0.030
H -0.016 0.041 -0.035
H 0.037 0.023 -0.008
O 0.053 0.068 0.242
H 0.080 0.011 -0.233
H -0.073 0.002 -0.030
O 0.032 0.160 -0.155
H 0.084 -0.037 0.048
H 0.096 -0.082 -0.052
O -0.121 0.289 -0.025
H 0.035 0.087 -0.157
H -0.089 -0.236 0.102
O 0.015 0.151 0.160
H -0.128 -0.161 -0.089
H 0.040 -0.038 -0.011
O 0.104 0.113 -0.118
H -0.159 -0.162 0.098
H -0.009 -0.005 0.031
O -0.099 -0.055 -0.177
H 0.110 0.188 0.058
H 0.005 -0.055 0.002
O 0.019 0.029 -0.033
H -0.041 -0.050 0.028
H -0.029 0.091 -0.008
O -0.063 -0.037 0.009
H 0.054 -0.004 0.074
H 0.001 -0.008 0.041
O 0.035 -0.018 0.158
H -0.007 -0.013 -0.112
H -0.016 -0.043 -0.159
O -0.016 -0.050 -0.086
H 0.019 -0.022 0.062
H -0.030 0.130 0.054
O -0.140 -0.007 -0.097
H 0.011 0.063 0.012
H 0.149 0.021 0.162
O -0.087 -0.141 0.065
H 0.014 0.008 0.040
H -0.041 0.032 0.026
O -0.121 0.086 -0.019
H 0.030 -0.004 -0.007
H 0.152 -0.257 0.034
O -0.042 0.086 -0.094
H 0.004 -0.042 -0.001
H -0.037 0.026 0.116
O -0.031 0.049 0.089
H 0.002 -0.045 -0.030
H 0.016 -0.002 -0.006
O -0.001 0.021 0.121
H 0.010 -0.053 -0.017
H 0.001 0.102 -0.063
O -0.142 -0.038 -0.131
H 0.019 0.028 0.038
H 0.065 -0.035 -0.058

For the HOMO energy, the calculation gives -8.2068 eV. For the total energy, the calculation gives -104560.6053 eV. The gap between HOMO and LUMO comes out at 8.1 eV.

- HOMO energy of number 1 (C4H6O2)?
  -8.6388 eV

- Among the records above, which one has the lowest gap between HOMO and LUMO?
  C17H66BNO25S3

- Which of these has the lowest HOMO energy?
  C4H6O2

- The highest gap between HOMO and LUMO belongs to which entry?
  C4H6O2